No. 1
Density functional theory data (the ωB97M-V functional and the def2-TZVPD basis) for C31H52BrCaN4P3 as an isolated structure in a non-equilibrium geometry.

Positions of all 92 atoms, in Å:
1 N 2.64621 -1.36956 5.88543
2 C 2.73264 -2.45501 5.11028
3 C 3.55055 -2.51770 3.97754
4 C 4.20868 -1.34606 3.53260
5 C 4.16465 -0.23344 4.40071
6 C 3.39378 -0.30739 5.57600
7 C 4.76781 -1.26193 2.20149
8 Ca 0.85388 0.18973 -1.36571
9 P -2.36700 1.37359 -3.05136
10 C 4.94102 -0.08293 1.52614
11 C 4.57928 0.07089 0.11261
12 C 4.38525 1.35633 -0.44425
13 C 3.69270 1.52291 -1.65940
14 C 3.12011 0.39808 -2.19883
15 C 3.47059 -0.88188 -1.86521
16 C 4.23420 -1.04177 -0.67986
17 Br 1.37639 0.72933 -3.84807
18 H 4.98045 -2.21857 1.72421
19 H 5.12896 0.85850 2.05857
20 H 3.64010 -3.45908 3.42709
21 H 4.71664 0.67293 4.18356
22 H 2.10541 -3.30591 5.39273
23 H 3.36217 0.53866 6.26024
24 H 4.72008 2.21476 0.14333
25 H 4.51770 -2.03817 -0.33333
26 H 3.62708 2.50123 -2.14025
27 H 3.21188 -1.76152 -2.45352
28 P -0.29186 1.71542 0.97462
29 C -2.19737 -0.15302 -4.10291
30 C -1.92424 0.01795 -5.58980
31 H -3.12180 -0.73445 -3.94128
32 H -1.37339 -0.73362 -3.65398
33 H -1.40947 -0.88518 -5.94839
34 H -2.85622 0.10752 -6.16835
35 H -1.28104 0.87126 -5.82923
36 C -1.57116 2.74279 -4.00707
37 C -2.27675 3.38632 -5.18609
38 H -0.58663 2.35460 -4.31265
39 H -1.37020 3.51118 -3.24664
40 H -1.66316 4.23191 -5.52009
41 H -2.37520 2.71776 -6.04830
42 H -3.26277 3.78771 -4.93506
43 C -4.16997 1.73232 -3.07079
44 C -5.00113 1.26387 -4.26460
45 H -4.26482 2.82249 -2.94051
46 H -4.55621 1.26120 -2.14845
47 H -6.04504 1.55114 -4.08536
48 H -4.68990 1.73600 -5.20463
49 H -4.98693 0.17554 -4.39568
50 C -1.96358 1.89837 1.75474
51 C -3.13932 1.91120 0.77674
52 H -1.92676 2.83925 2.32590
53 H -2.09583 1.08609 2.48209
54 H -4.07872 1.83341 1.34079
55 H -3.17234 2.84099 0.19688
56 H -3.10564 1.07045 0.07065
57 C -0.07547 3.46296 0.40638
58 C 1.36456 3.91511 0.17150
59 H -0.56145 4.08110 1.18072
60 H -0.66913 3.55783 -0.51820
61 H 1.36764 5.00219 0.02103
62 H 2.00883 3.69460 1.03080
63 H 1.81677 3.45952 -0.71991
64 C 0.78568 1.76671 2.48971
65 C 0.35866 0.89904 3.66739
66 H 0.84412 2.82670 2.78628
67 H 1.79133 1.46777 2.14683
68 H 1.02484 1.08850 4.51122
69 H -0.66000 1.12092 3.99152
70 H 0.42838 -0.17229 3.44518
71 C -2.62143 -3.83445 1.20425
72 N -1.62571 -4.30238 0.21078
73 C -0.40731 -4.78620 0.89646
74 N 0.17447 -3.77213 1.80991
75 C -0.85288 -3.37589 2.79141
76 N -2.05976 -2.83010 2.12786
77 C -1.80000 -1.55513 1.48007
78 P -0.56359 -1.76363 0.08285
79 C -1.30919 -3.26278 -0.75800
80 C 0.75101 -2.63823 1.09785
81 H -2.94560 -4.70262 1.79936
82 H -3.46845 -3.38353 0.67059
83 H 0.34278 -5.04258 0.13422
84 H -0.68258 -5.66604 1.49767
85 H -0.43600 -2.61735 3.46828
86 H -1.15693 -4.27368 3.35150
87 H -2.73349 -1.13517 1.08210
88 H -1.39793 -0.83325 2.20477
89 H -0.58110 -3.64139 -1.49139
90 H -2.21609 -2.95034 -1.29299
91 H 1.21162 -1.93123 1.80600
92 H 1.54969 -2.97905 0.42071

## Properties
Multiplicity: 1
Energy above the lowest of the compared OMol25 structures with the same formula, charge and spin, eV: 0.605
Frontier orbital gap, eV: 5.4
Lowest unoccupied orbital energy, eV: -7.820
Net charge: +2

Here are the Löwdin charges for atoms 1 to 2, given in e: 0.074, -0.127

No. 2
Density functional theory data (the ωB97M-V functional and the def2-TZVPD basis) for C31H53BrCuNO3P3 as an isolated structure in a non-equilibrium geometry.

Positions of all 93 atoms, in Å:
1 C -1.07711 -4.72196 -3.21586
2 C -2.26889 -3.97677 -3.32587
3 C -3.37593 -4.57028 -3.93414
4 C -3.21890 -5.85424 -4.46494
5 N -2.07657 -6.52437 -4.40043
6 C -1.02512 -5.99149 -3.78696
7 C -2.26750 -2.60002 -2.93517
8 C -1.42584 -1.73527 -2.47396
9 C -0.24773 -1.08989 -2.02892
10 C 0.11201 -1.05697 -0.65926
11 C 0.71609 0.07471 -0.12979
12 C 1.00949 1.19424 -0.93461
13 C 0.88111 1.02736 -2.33035
14 C 0.37767 -0.14697 -2.86406
15 Cu -3.06223 -0.99175 -2.89134
16 P -0.44819 0.03921 2.94230
17 H -4.31117 -4.03291 -4.02594
18 H -0.19786 -4.30480 -2.74030
19 H -4.06797 -6.31880 -4.95736
20 H -0.11064 -6.57952 -3.74693
21 H 0.40498 -0.33370 -3.92785
22 H -0.08534 -1.94187 -0.04667
23 H 1.14459 1.84484 -2.99081
24 H 0.91200 0.10799 0.95284
25 C -0.29306 1.80144 3.45038
26 C -1.31181 2.32526 4.45672
27 H -0.34114 2.38761 2.51756
28 H 0.73423 1.91412 3.83519
29 H -1.07170 3.37040 4.68708
30 H -2.33457 2.30423 4.06105
31 H -1.29086 1.76715 5.40041
32 C -2.17997 -0.46750 3.29233
33 C -2.43943 -1.93301 2.94492
34 H -2.83825 0.17196 2.68481
35 H -2.41277 -0.26370 4.34608
36 H -3.49408 -2.17207 3.12577
37 H -2.23180 -2.13452 1.88648
38 H -1.83207 -2.61559 3.55120
39 C 0.52259 -0.82578 4.24817
40 C -0.02105 -0.71484 5.66687
41 H 1.55072 -0.43045 4.18974
42 H 0.56456 -1.88048 3.93092
43 H 0.52586 -1.42009 6.30455
44 H 0.12836 0.28667 6.08777
45 H -1.08529 -0.97084 5.73480
46 Br 1.32426 2.83665 -0.19068
47 P -3.24039 1.11638 -2.48147
48 C -3.10470 0.66482 -0.65459
49 C -3.57353 1.75206 0.31655
50 H -2.07556 0.37611 -0.37691
51 H -3.75847 -0.21036 -0.49561
52 H -3.24145 1.48598 1.32896
53 H -3.17670 2.74895 0.09679
54 H -4.66792 1.78393 0.32475
55 C -2.20915 2.62548 -2.56642
56 C -2.74359 3.84857 -3.34299
57 H -1.21441 2.32893 -2.94887
58 H -2.07863 2.93380 -1.50806
59 H -1.92711 4.57108 -3.41845
60 H -3.05378 3.62069 -4.36770
61 H -3.55809 4.34564 -2.80241
62 C -3.89237 0.76340 -4.27525
63 C -5.11291 -0.15672 -4.35603
64 H -3.04317 0.35235 -4.83643
65 H -4.09906 1.76992 -4.68343
66 H -4.93075 -1.18833 -3.98697
67 H -5.93156 0.27220 -3.76539
68 H -5.42830 -0.25973 -5.39819
69 C 5.07306 3.60046 -0.34564
70 C 4.74822 2.13133 -0.29730
71 O 4.36863 1.83662 1.08191
72 P 3.61075 0.44177 1.47525
73 O 3.47190 0.50497 3.10634
74 C 4.62046 0.43797 4.01478
75 C 5.71198 1.43004 3.71524
76 O 4.78151 -0.69669 1.29992
77 C 5.08282 -1.32502 0.00495
78 C 3.87076 -1.48802 -0.88313
79 H 4.21234 4.18772 -0.01421
80 H 5.31942 3.88701 -1.37052
81 H 5.93327 3.83395 0.28846
82 H 3.91042 1.90321 -0.97326
83 H 5.61096 1.50871 -0.57257
84 H 4.18826 0.63161 5.00052
85 H 5.00229 -0.58934 3.99839
86 H 5.30774 2.43643 3.56515
87 H 6.38232 1.45349 4.58037
88 H 6.30447 1.11998 2.84721
89 H 5.85869 -0.72649 -0.49398
90 H 5.51749 -2.30489 0.24151
91 H 3.51242 -0.52732 -1.27194
92 H 4.14118 -2.10225 -1.74940
93 H 3.05659 -1.98381 -0.34565

## Properties
Multiplicity: 2
Energy above the lowest of the compared OMol25 structures with the same formula, charge and spin, eV: 2.329
Frontier orbital gap (spin up / spin down), eV: 6.6 / 4.1
Lowest unoccupied orbital energy (spin up / spin down), eV: -6.216 / -8.733
Net charge: +2

Here are the Löwdin charges for atoms 1 to 2, given in e: 0.006, -0.233